# CH5N3

The molecule CH5N3 (the ωB97M-V functional and the def2-TZVPD basis, OMol25).

Geometry as XYZ:
```
9
Properties=species:S:1:pos:R:3:forces:R:3
C 0.197781 -0.143298 0.051746 3.338 1.600 1.307
H -0.788123 -1.328112 -0.971678 -0.128 -3.211 -2.753
H -1.276699 0.322048 -0.947099 -0.237 -2.652 0.629
H -0.845272 1.169373 1.167119 1.624 0.465 -0.799
H 0.868787 1.508703 0.789195 -0.420 0.549 0.735
H 1.439023 -1.521656 -0.238287 0.277 -1.809 -0.911
N -0.993759 -0.588393 -0.428667 -1.111 3.732 0.433
N -0.039248 1.181731 0.487411 -0.100 -0.697 0.676
N 1.437511 -0.600396 0.090261 -3.243 2.024 0.684
```
Positions in Å, forces in eV/Å.

Output
Relative energy (zero: lowest compared OMol25 entry of this formula, charge and spin) ... 26.0 kcal per mole
E_HOMO ... -9.3 eV
Frontier orbital gap ... 10.228 eV
Total energy ... -205.349638 hartree
M ... 59.07 g/mol
Largest force on an atom ... 4.23 eV/Å


# CH5N3

The molecule CH5N3 (the ωB97M-V functional and the def2-TZVPD basis, OMol25).

Geometry as XYZ:
```
9
Properties=species:S:1:pos:R:3:forces:R:3
C 0.238963 1.288747 -0.474070 -2.207 -3.124 0.491
N -0.357234 -0.940293 0.340660 -9.424 1.440 -5.800
N -0.257453 -2.103304 0.842853 2.936 -4.259 3.011
N 0.419643 0.048341 0.328432 5.784 4.604 0.822
H -0.466013 1.936035 0.018515 -0.435 0.379 0.415
H 1.149929 1.772580 -0.559745 1.818 0.729 0.002
H -0.172463 1.090689 -1.466837 -0.019 -0.181 -0.187
H -1.234890 -0.962892 -0.329845 2.106 0.574 1.387
H 0.679516 -2.129902 1.300037 -0.558 -0.160 -0.141
```
Positions in Å, forces in eV/Å.

Output
Relative energy (zero: lowest compared OMol25 entry of this formula, charge and spin) ... 19.2 kcal per mole
Spin multiplicity ... 3
E_HOMO (spin up / spin down) ... -6.0 / -9.9 eV
Frontier orbital gap (spin up / spin down) ... 7.195 / 8.920 eV
Total energy ... -205.158753 hartree
M ... 59.07 g/mol
Largest force on an atom ... 11.16 eV/Å


# CH5N3O

A cluster of 2 separate species, CH5N3O in total (the ωB97M-V functional and the def2-TZVPD basis, OMol25).

Geometry as XYZ:
```
10
Properties=species:S:1:pos:R:3:forces:R:3
N -0.388080 0.456315 0.332500 1.215 -0.186 -0.868
C 0.666755 0.043871 -0.189333 -0.180 2.143 1.394
N -1.130207 1.588780 -0.025087 -0.934 0.714 -0.235
O -0.188704 -2.052347 0.336169 -0.569 1.115 2.441
N 1.863109 -0.049728 -0.395056 -0.235 -0.637 0.177
H -0.830452 -2.036428 -0.382954 -0.122 0.180 0.301
H -0.481030 -1.274416 1.009535 0.460 -2.761 -2.497
H -0.975275 1.913204 -0.976523 0.266 -0.247 0.141
H -0.887091 2.338554 0.617647 0.053 -0.166 -0.132
H 2.350975 -0.927805 -0.326899 0.045 -0.155 -0.723
```
Positions in Å, forces in eV/Å.

Output
Relative energy (zero: lowest compared OMol25 entry of this formula, charge and spin) ... 68.4 kcal per mole
E_HOMO ... -8.7 eV
Frontier orbital gap ... 9.301 eV
Total energy ... -280.495432 hartree
M ... 75.07 g/mol
Largest force on an atom ... 3.75 eV/Å